Entry from the OMol25 dataset: one molecule with the formula C7H12O2 (ωB97M-V/def2-TZVPD).

```
21
Properties=species:S:1:pos:R:3:forces:R:3
C 0.103 -2.588 -0.596 -1.5 -0.5 -0.8
C -0.082 -1.342 -1.053 0.2 -1.5 0.9
C -0.398 0.992 1.342 -0.8 0.7 0.7
C 0.112 1.068 0.000 0.1 -1.7 -2.5
C -0.281 -0.166 2.216 -1.7 0.2 3.0
C -0.556 1.977 -1.030 0.6 -1.6 0.5
C 0.880 -0.219 -0.686 -4.5 -0.2 2.6
O 0.841 1.647 1.032 0.2 1.0 0.6
O 1.588 0.136 -1.738 2.4 1.4 -3.0
H -0.517 -3.497 -0.814 0.2 1.3 -0.3
H 0.836 -2.894 0.092 1.3 0.3 0.9
H -0.909 -1.228 -1.727 -0.3 0.6 -0.4
H -1.262 1.604 1.697 0.9 0.2 -0.8
H 0.213 -0.977 1.825 0.5 -2.2 -1.3
H -1.317 -0.415 2.663 1.7 0.0 -0.8
H 0.393 0.068 3.050 -0.4 0.4 0.2
H -0.844 2.892 -0.616 0.2 1.7 0.8
H -1.525 1.584 -1.311 0.0 -0.7 -0.6
H 0.148 2.087 -1.837 -0.1 0.3 -0.6
H 1.487 -0.708 0.032 1.0 0.2 1.1
H 1.089 -0.023 -2.542 0.1 0.1 -0.2
```
Positions in Å, forces in eV/Å.

Calculated values
Total charge: 0
SMILES string: C=C[C@@H](O)[C@]1(C)O[C@@H]1C
Relative energy (zero: lowest compared OMol25 entry of this formula, charge and spin) in eV: 2.745

***

Entry from the OMol25 dataset: a 11-piece molecular cluster, C34H53Cl30NO4 overall (ωB97M-V/def2-TZVPD).

```
122
Properties=species:S:1:pos:R:3:forces:R:3
C -3.875 0.391 5.048 0.3 -0.3 -0.2
O -3.078 0.418 3.869 0.3 0.4 0.6
C -3.007 1.704 3.266 -1.0 -0.2 -1.0
C -4.210 1.882 2.313 1.2 -0.5 0.3
C -4.255 0.650 1.378 -0.7 0.7 -0.3
C -4.677 1.079 -0.033 -0.1 0.5 0.3
C -3.621 1.879 -0.794 -0.1 -0.3 -0.4
C -2.482 1.030 -1.351 -1.2 0.1 0.6
O -1.846 1.800 -2.387 0.7 -0.3 0.9
C -0.515 1.886 -2.351 1.3 0.2 -1.9
O 0.115 1.946 -3.383 -0.5 0.0 0.6
O 0.110 1.984 -1.148 -0.9 -0.4 -0.1
C 1.058 0.920 -0.931 0.8 -0.7 0.5
C 2.433 1.380 -0.435 -0.5 0.2 -0.1
C 2.446 2.552 0.568 0.8 -0.6 0.3
C 2.639 2.076 2.046 -0.6 0.7 -0.1
C 1.366 2.226 2.896 0.3 0.4 -0.6
C 0.223 1.293 2.490 0.5 -0.3 1.3
C 0.613 -0.192 2.466 -0.4 0.7 -1.2
C -0.599 -1.022 2.041 -0.1 -0.7 0.6
C -0.527 -2.520 2.438 -0.3 0.5 0.0
C -1.764 -3.029 3.232 1.1 -0.7 -0.3
C -2.505 -4.140 2.480 -0.5 0.3 0.7
C -3.547 -3.609 1.492 0.3 0.0 0.0
N -3.046 -3.503 0.128 -0.6 0.1 1.0
C -3.438 -2.556 -0.743 -1.9 1.7 1.2
C -2.791 -2.686 -1.888 1.6 -0.4 -2.5
C -1.935 -3.813 -1.737 0.6 0.8 -1.2
C -2.141 -4.267 -0.507 0.8 -1.8 1.7
H -4.647 -0.371 4.923 -0.2 0.2 0.1
H -4.299 1.372 5.263 -0.2 -0.1 0.0
H -3.248 0.089 5.890 -0.1 0.1 0.0
H -2.957 2.496 4.017 0.2 0.0 0.0
H -2.127 1.708 2.624 -0.1 0.1 0.3
H -5.122 1.973 2.900 0.0 0.2 -0.4
H -4.023 2.781 1.723 -0.3 0.2 0.2
H -5.018 -0.009 1.791 0.2 -0.4 -0.1
H -3.290 0.145 1.333 0.0 -0.2 0.2
H -5.535 1.745 0.099 -0.1 -0.1 -0.1
H -5.030 0.257 -0.662 0.1 -0.1 0.1
H -3.254 2.734 -0.225 0.1 -0.1 0.1
H -4.116 2.290 -1.677 0.0 0.2 0.0
H -1.797 0.657 -0.589 0.2 0.3 -0.1
H -2.946 0.150 -1.800 0.3 0.0 -0.3
H 0.611 0.230 -0.216 -0.2 0.2 0.2
H 1.223 0.327 -1.828 -0.2 0.3 -0.3
H 3.067 1.555 -1.305 -0.2 0.3 0.2
H 2.875 0.517 0.069 0.0 -0.1 -0.1
H 1.591 3.227 0.462 0.1 -0.3 0.0
H 3.337 3.142 0.348 -0.1 0.1 -0.2
H 2.998 1.049 2.063 0.1 -0.1 0.0
H 3.418 2.686 2.507 0.0 0.0 0.0
H 1.040 3.270 2.776 0.0 -0.2 0.1
H 1.615 2.127 3.955 -0.1 -0.3 0.0
H -0.236 1.597 1.548 0.0 0.0 -0.2
H -0.531 1.387 3.278 0.1 0.0 -0.2
H 1.383 -0.303 1.701 0.3 -0.3 0.2
H 1.026 -0.480 3.431 -0.1 -0.2 0.1
H -1.493 -0.596 2.502 0.1 0.0 0.0
H -0.746 -0.971 0.960 0.0 0.2 -0.1
H 0.373 -2.689 3.034 0.0 0.0 0.0
H -0.414 -3.118 1.533 0.1 -0.1 0.0
H -2.420 -2.212 3.525 -0.1 0.0 0.0
H -1.365 -3.489 4.139 -0.3 0.2 0.0
H -1.757 -4.789 2.032 -0.1 -0.1 -0.2
H -3.031 -4.754 3.213 -0.1 0.0 0.0
H -3.810 -2.599 1.806 0.0 0.1 -0.1
H -4.480 -4.173 1.529 0.1 -0.3 -0.2
H -4.181 -1.815 -0.504 -0.1 0.0 0.3
H -2.862 -2.082 -2.774 -0.2 0.2 0.0
H -1.251 -4.272 -2.420 0.2 0.2 -0.3
H -1.678 -5.119 -0.046 0.0 -0.1 0.2
C 4.823 3.255 -3.454 -0.2 0.0 0.0
Cl 5.733 2.553 -4.792 0.0 -0.1 -0.1
Cl 3.102 2.982 -3.652 -0.1 0.0 -0.1
Cl 5.374 2.590 -1.912 0.3 0.1 0.0
H 5.003 4.323 -3.448 0.1 0.0 0.0
C -3.701 -6.633 -4.590 -0.1 0.2 0.0
Cl -3.386 -5.369 -3.394 -0.4 -0.6 -0.6
Cl -4.721 -6.028 -5.902 0.0 0.0 0.0
Cl -2.183 -7.274 -5.229 0.0 0.0 0.0
H -4.228 -7.443 -4.102 0.0 0.0 0.0
C 0.367 -1.640 6.678 -0.1 0.0 0.0
Cl -0.731 -0.596 5.772 0.2 -0.1 -0.1
Cl 0.034 -1.529 8.409 0.1 0.0 0.0
Cl 0.238 -3.312 6.132 0.2 0.1 0.1
H 1.381 -1.303 6.507 0.0 0.0 0.0
C -0.821 5.118 -0.678 0.0 0.2 0.0
Cl -2.413 5.805 -1.015 0.0 -0.1 0.0
Cl 0.453 6.264 -1.092 0.0 -0.1 0.0
Cl -0.697 4.635 1.015 -0.1 0.0 0.0
H -0.695 4.237 -1.287 0.0 -0.1 0.0
C 5.525 -0.980 -5.395 0.0 -0.1 0.0
Cl 4.493 -1.802 -6.563 0.1 0.0 0.0
Cl 5.661 -1.923 -3.910 0.0 0.1 0.0
Cl 7.124 -0.673 -6.087 -0.1 0.1 0.0
H 5.073 -0.027 -5.152 0.0 0.0 0.0
C 9.077 5.355 -5.281 -0.2 0.0 -0.1
Cl 8.850 4.301 -6.672 -0.1 0.2 -0.1
Cl 8.789 7.042 -5.714 0.0 0.0 0.1
Cl 8.010 4.839 -3.973 0.2 0.2 0.2
H 10.099 5.264 -4.936 0.0 0.0 0.0
C 3.083 0.829 -8.775 -0.1 0.0 0.1
Cl 1.830 -0.175 -8.045 -0.1 0.0 -0.1
Cl 2.380 1.973 -9.919 0.0 0.0 0.0
Cl 4.002 1.682 -7.531 0.0 0.0 0.0
H 3.762 0.183 -9.316 0.0 0.0 0.0
C 1.019 -6.948 8.047 -0.1 0.1 0.0
Cl -0.330 -7.896 8.672 0.0 0.0 0.0
Cl 0.935 -6.833 6.285 0.0 0.0 0.0
Cl 1.049 -5.344 8.778 0.1 -0.1 0.1
H 1.939 -7.456 8.307 0.0 0.0 0.0
C 10.545 0.675 -6.540 0.0 0.1 -0.1
Cl 10.971 2.051 -5.520 0.2 -0.2 0.1
Cl 9.562 1.184 -7.918 0.0 -0.1 0.0
Cl 11.992 -0.167 -7.093 0.0 0.0 0.0
H 9.961 -0.012 -5.941 0.0 0.0 0.0
C -8.568 2.492 3.364 0.1 0.1 0.0
Cl -8.966 3.928 4.306 0.0 0.0 0.0
Cl -8.145 2.928 1.707 0.0 0.0 0.0
Cl -7.253 1.590 4.123 -0.2 -0.1 0.2
H -9.442 1.853 3.334 0.0 0.0 0.0
```
Positions in Å, forces in eV/Å.

Calculated values
Total charge: 0
SMILES string: COCCCCCCOC(=O)OCCCCCCCCCCCCn1cccc1.ClC(Cl)Cl.ClC(Cl)Cl.ClC(Cl)Cl.ClC(Cl)Cl.ClC(Cl)Cl.ClC(Cl)Cl.ClC(Cl)Cl.ClC(Cl)Cl.ClC(Cl)Cl.ClC(Cl)Cl

***

Entry from the OMol25 dataset: C23H15AsO5Sc as an isolated structure (ωB97M-V/def2-TZVPD).

```
45
Properties=species:S:1:pos:R:3:forces:R:3
O -6.164 -3.742 -2.692 2.2 1.3 1.2
C -5.269 -3.229 -2.208 -2.0 -1.2 -1.2
Sc -1.866 -1.254 -0.816 -0.8 -1.2 -1.2
O -3.034 0.620 -3.470 1.9 -3.3 4.4
C -2.654 -0.028 -2.587 -2.3 4.0 -5.4
C -1.844 -3.079 0.530 0.4 -5.1 3.8
O -1.766 -4.001 1.211 -0.4 3.8 -2.8
C -1.204 -2.654 -2.513 2.0 -3.1 -4.0
O -0.805 -3.313 -3.362 -1.6 2.4 3.2
C -3.601 -0.353 0.382 -5.4 3.6 4.0
O -4.428 0.200 0.988 4.4 -3.1 -3.3
C 1.428 -0.195 4.449 0.0 0.0 -0.2
C 0.104 0.164 4.186 -0.2 0.0 0.1
C -0.386 0.167 2.886 0.4 -0.1 0.1
C 0.511 -0.163 1.862 -0.5 -0.3 0.2
C 1.825 -0.552 2.089 -0.2 0.0 0.1
C 2.276 -0.557 3.403 0.1 -0.1 -0.1
As -0.072 0.033 0.067 2.3 1.8 1.1
C -0.323 1.931 -0.175 -0.7 -0.5 -0.3
C -1.585 2.464 -0.504 0.5 0.0 0.1
C -1.742 3.846 -0.436 -0.4 0.0 -0.1
C -0.675 4.656 -0.060 0.4 -0.1 0.1
C 0.567 4.091 0.244 0.0 -0.1 -0.1
C 0.753 2.717 0.197 -0.1 -0.1 -0.1
C 1.358 -0.761 -1.006 -1.5 0.5 -0.3
C 2.021 0.059 -1.918 0.0 -0.5 0.1
C 3.044 -0.515 -2.665 -0.1 0.6 -0.2
C 3.339 -1.870 -2.554 0.2 -0.4 0.2
C 2.612 -2.691 -1.682 -0.1 0.2 -0.1
C 1.585 -2.137 -0.919 0.0 -0.5 -0.3
H 1.809 -0.191 5.467 -0.1 0.0 -0.2
H -0.558 0.442 4.998 0.1 0.0 0.0
H -1.426 0.427 2.674 0.3 0.1 0.1
H 2.462 -0.824 1.248 0.0 0.1 0.4
H 3.298 -0.857 3.579 0.1 0.0 0.2
H -2.439 1.832 -0.797 0.4 0.3 0.2
H -2.709 4.294 -0.671 0.3 -0.1 0.1
H -0.791 5.736 0.010 -0.1 -0.2 -0.1
H 1.411 4.692 0.531 0.0 0.4 0.1
H 1.691 2.219 0.455 -0.1 0.5 0.0
H 1.719 1.096 -2.009 0.3 0.0 -0.1
H 3.592 0.122 -3.352 0.1 -0.2 0.0
H 4.146 -2.299 -3.154 -0.3 0.2 0.2
H 2.832 -3.750 -1.605 0.0 0.1 -0.1
H 0.960 -2.792 -0.300 0.4 0.3 0.2
```
Positions in Å, forces in eV/Å.

Calculated values
Total charge: +3
Relative energy (zero: lowest compared OMol25 entry of this formula, charge and spin) in eV: 0.000

***

Entry from the OMol25 dataset: a 6-piece molecular cluster, C12H35NO6 overall (ωB97M-V/def2-TZVPD).

```
54
Properties=species:S:1:pos:R:3:forces:R:3
C -21.485 4.270 -14.843 0.0 -0.5 -0.5
O -22.213 4.018 -13.674 -0.6 -0.1 0.3
H -21.643 3.403 -15.490 0.2 -0.1 0.1
H -21.848 5.107 -15.446 0.1 0.3 0.3
H -20.412 4.352 -14.645 0.0 0.2 -0.1
H -22.294 4.811 -13.134 0.4 0.1 -0.1
C -24.439 7.270 -14.047 0.3 0.4 0.1
O -23.566 7.740 -13.038 0.0 0.1 0.2
H -25.191 6.575 -13.666 0.1 -0.2 0.0
H -24.976 8.145 -14.416 0.0 -0.1 -0.2
H -23.862 6.832 -14.864 -0.2 -0.2 -0.1
H -22.806 7.150 -12.920 -0.4 0.0 0.1
C -19.231 7.705 -14.988 -0.1 -0.4 -0.4
O -20.569 8.165 -15.137 0.2 0.2 0.4
H -18.481 8.365 -15.425 -0.1 0.1 0.0
H -19.007 7.600 -13.928 -0.1 0.1 0.0
H -19.151 6.720 -15.455 0.2 -0.1 0.1
H -20.668 8.603 -15.985 0.0 0.0 0.0
O -19.445 6.867 -10.104 0.1 0.0 0.0
H -18.500 6.943 -10.272 0.0 0.0 0.0
H -19.516 6.726 -9.154 -0.1 0.0 0.0
O -21.166 6.420 -12.386 0.2 0.1 -0.1
H -20.726 6.532 -11.530 0.0 0.0 0.1
H -20.815 7.130 -12.938 -0.1 0.0 -0.1
C -16.569 2.522 -9.152 0.1 -0.3 0.1
C -17.876 1.997 -9.747 0.0 -0.5 -0.2
C -18.622 3.195 -10.360 -0.6 -0.7 -0.9
C -19.677 2.831 -11.446 0.1 -0.6 1.7
C -19.055 1.866 -12.425 0.4 1.2 -0.8
C -18.448 0.600 -11.837 0.2 -0.7 -0.2
N -17.485 1.011 -10.806 -0.1 1.5 -0.1
O -16.829 -0.099 -10.220 -0.3 -0.1 0.0
C -19.549 -0.373 -11.401 -0.6 0.0 0.7
C -17.578 -0.091 -12.923 -0.4 0.1 -0.2
C -18.766 1.326 -8.699 -0.2 -0.3 0.3
H -16.002 3.074 -9.903 -0.2 0.2 0.0
H -15.910 1.713 -8.832 -0.2 -0.1 0.2
H -16.777 3.148 -8.284 0.1 0.1 -0.1
H -19.128 3.713 -9.544 0.2 0.3 0.0
H -17.927 3.848 -10.892 0.2 0.2 0.4
H -20.026 3.781 -11.848 -0.1 -0.2 -0.5
H -20.550 2.330 -11.014 -0.1 0.3 0.2
H -18.243 2.443 -12.885 0.1 -0.3 -0.3
H -19.778 1.631 -13.207 0.1 -0.2 0.0
H -19.188 -1.152 -10.728 0.3 -0.1 -0.3
H -20.365 0.088 -10.836 0.2 0.3 0.0
H -20.056 -0.813 -12.261 0.3 -0.2 -0.1
H -16.652 0.473 -13.028 0.1 -0.1 0.0
H -17.388 -1.143 -12.710 0.2 0.1 0.4
H -18.054 -0.110 -13.907 -0.3 0.3 0.1
H -19.810 1.307 -9.019 0.0 0.0 -0.1
H -18.749 1.820 -7.725 0.1 0.2 -0.1
H -18.459 0.292 -8.537 0.1 0.0 0.0
H -15.921 0.008 -10.520 0.0 -0.1 0.0
```
Positions in Å, forces in eV/Å.

Calculated values
Total charge: 0
SMILES string: CC1(C)CCCC(C)(C)N1O.CO.CO.CO.O.O
Relative energy (zero: lowest compared OMol25 entry of this formula, charge and spin) in eV: 0.000

***

Entry from the OMol25 dataset: a 2-piece molecular cluster, C5H10O overall (ωB97M-V/def2-TZVPD).

```
16
Properties=species:S:1:pos:R:3:forces:R:3
C -0.215 1.849 0.030 0.0 0.1 0.1
C -0.494 0.494 -0.640 0.1 -0.1 -0.1
C 0.703 -0.392 -0.388 0.2 -0.5 -0.9
C 1.729 -0.489 -1.219 0.2 0.1 -0.4
C -1.127 -1.621 1.604 -0.2 -0.3 -0.3
O -1.485 -2.124 0.570 0.0 0.1 0.7
H 0.763 2.217 -0.295 -0.2 0.0 0.0
H -0.170 1.734 1.120 0.0 0.1 -0.1
H -0.969 2.609 -0.206 0.0 -0.2 0.0
H -0.572 0.632 -1.727 0.0 0.0 0.2
H -1.457 0.091 -0.308 0.3 -0.1 0.0
H 1.633 -0.228 -2.261 0.4 0.8 -0.2
H 2.670 -0.880 -0.845 -0.2 -0.5 -0.4
H 0.874 -1.149 0.353 -0.6 0.7 1.5
H -1.418 -0.591 1.895 0.0 -0.1 -0.1
H -0.466 -2.150 2.317 -0.1 0.0 0.0
```
Positions in Å, forces in eV/Å.

Calculated values
Total charge: 0
SMILES string: C=CCC.C=O
Relative energy (zero: lowest compared OMol25 entry of this formula, charge and spin) in eV: 2.448

***

Entry from the OMol25 dataset: CCsF3O3S as an isolated structure (ωB97M-V/def2-TZVPD).

```
9
Properties=species:S:1:pos:R:3:forces:R:3
Cs 9.907 -10.874 -17.110 -0.3 0.5 0.0
C 6.695 -8.032 -18.124 0.2 0.1 -0.1
F 5.509 -7.440 -18.030 0.0 -0.1 0.0
F 6.529 -9.355 -17.884 -0.1 -0.1 0.1
F 7.124 -7.928 -19.392 -0.1 0.0 0.0
S 7.921 -7.310 -16.957 -0.1 0.1 -0.1
O 7.309 -7.512 -15.669 0.1 0.0 0.0
O 9.082 -8.174 -17.207 0.2 -0.4 0.0
O 8.077 -5.967 -17.435 0.0 0.0 0.1
```
Positions in Å, forces in eV/Å.

Calculated values
Total charge: 0
Relative energy (zero: lowest compared OMol25 entry of this formula, charge and spin) in eV: 0.179

***

HOMO-LUMO gap (eV)
10.39, 8.87, 4.56, 8.52, 10.09, 8.21
Strongest force on any atom (eV Å⁻¹)
5.16, 3.00, 7.60, 1.80, 1.75, 0.54